[1]
Below is a structure of composition C39H40FGaO21P in a non-equilibrium geometry, with properties calculated with the ωB97M-V functional and the def2-TZVPD basis.

Values from the calculation:
- Net charge: -1
- LUMO energy: -0.0100 Ha
- F_max: 1.8 eV Å⁻¹
- Orbital gap: 5.0431 eV

Each line ends with the Mulliken charge.
Atoms and positions in Å:
C (1.6684, -3.8624, 3.0626)  -1.567
C (0.4859, -2.9970, 2.6528)  1.046
C (-0.5814, -2.9227, 3.5193)  -0.690
C (-1.6841, -2.1485, 3.0812)  -0.565
C (-1.7105, -1.4823, 1.8793)  0.032
C (-2.9879, -0.7197, 1.5435)  0.589
C (-3.5256, -0.9750, 0.1061)  -1.059
C (-2.8107, 0.8029, 1.8544)  -0.718
C (-0.5996, -1.5633, 1.0279)  0.246
O (-0.6532, -0.9190, -0.1673)  -0.410
C (0.5723, -0.1895, -0.4997)  -0.888
Ga (0.1922, 1.8090, -0.8766)  -1.073
C (0.4946, 2.7771, 0.9345)  -0.130
C (-0.5366, 3.8546, 1.0271)  -0.113
O (-0.2328, 5.0403, 1.0679)  -0.625
C (-1.6611, 2.1179, -1.6609)  0.982
C (-2.0159, 1.1729, -2.8186)  -1.365
F (-1.6660, 3.4447, -2.2252)  -0.399
P (1.7922, 2.4679, -2.5038)  0.655
O (2.0881, 1.3301, -3.4055)  -0.869
O (3.1801, 2.9082, -1.6827)  -0.563
O (1.2040, 3.7436, -3.3514)  -0.486
C (0.4606, -2.3339, 1.4471)  -0.482
H (1.3153, -4.8750, 3.2852)  0.335
H (2.0837, -3.4609, 3.9992)  0.325
H (2.4832, -3.8500, 2.3331)  0.334
H (-0.6138, -3.4359, 4.4738)  0.367
H (-2.5559, -2.1019, 3.7338)  0.323
H (-3.7637, -1.0819, 2.2328)  0.750
H (-4.6088, -1.1410, 0.1117)  0.219
H (-3.3547, -0.0593, -0.4728)  -0.122
H (-2.9991, -1.7941, -0.3932)  0.386
H (-3.1241, 1.4424, 1.0250)  0.521
H (-3.3127, 1.0818, 2.7888)  0.052
H (-1.7383, 0.9762, 2.0126)  -0.299
H (0.9421, -0.5954, -1.4511)  0.386
H (1.3252, -0.2185, 0.2921)  0.589
H (0.4758, 2.0851, 1.7858)  0.245
H (1.4738, 3.2710, 0.9056)  0.468
H (-1.6212, 3.6013, 1.0174)  0.293
H (-2.4816, 2.0954, -0.9329)  0.162
H (-2.1899, 0.1692, -2.4167)  0.237
H (-1.2410, 1.2149, -3.5903)  0.357
H (-2.9650, 1.5374, -3.2465)  0.388
H (3.3887, 3.8235, -1.9198)  0.246
H (1.0981, 4.5031, -2.7597)  0.333
H (1.3179, -2.4401, 0.7816)  0.448
C (-7.5100, -1.8946, -1.7819)  -1.031
C (-8.4592, -2.3919, -2.5841)  0.414
C (-9.4753, -3.3773, -2.0865)  0.920
O (-10.3258, -3.7793, -2.8595)  -0.628
C (-9.3918, -3.8101, -0.6992)  -0.925
C (-8.4405, -3.3158, 0.1028)  0.335
C (-7.4413, -2.3099, -0.3880)  0.987
O (-6.6131, -1.8848, 0.3938)  -0.612
O (-8.3225, -3.6828, 1.3778)  -0.584
O (-8.5616, -2.0439, -3.8672)  -0.564
H (-6.7736, -1.1825, -2.1282)  0.526
H (-10.1185, -4.5332, -0.3568)  0.412
H (-7.5616, -3.1803, 1.7285)  0.345
H (-9.3250, -2.5409, -4.2163)  0.349
C (5.1453, -1.3469, -5.8500)  -0.838
C (4.5566, -0.2821, -5.2637)  0.453
C (4.6378, 1.0920, -5.8972)  0.856
O (4.0982, 2.0349, -5.3699)  -0.437
C (5.3934, 1.2224, -7.1468)  -1.140
C (5.9674, 0.1554, -7.7058)  0.324
C (5.8669, -1.2054, -7.0940)  1.072
O (6.4048, -2.1408, -7.6725)  -0.675
O (6.6687, 0.2320, -8.8458)  -0.599
O (3.9005, -0.4181, -4.1266)  -0.486
H (5.0987, -2.3353, -5.4155)  0.452
H (5.4618, 2.2088, -7.5838)  0.445
H (6.9694, -0.6790, -9.0245)  0.348
H (3.5097, 0.4586, -3.8432)  0.367
C (6.8098, 0.5232, 0.6607)  -0.876
C (5.9866, 1.1160, -0.2218)  0.218
C (6.5189, 1.8174, -1.4398)  0.988
O (5.7265, 2.3135, -2.2102)  -0.442
C (7.9665, 1.8657, -1.6290)  -1.131
C (8.7776, 1.2772, -0.7446)  0.329
C (8.2452, 0.5528, 0.4561)  1.131
O (9.0429, 0.0223, 1.2131)  -0.647
O (10.1087, 1.2947, -0.8723)  -0.596
O (4.6713, 1.1176, -0.0703)  -0.377
H (6.4415, 0.0134, 1.5396)  0.463
H (8.3396, 2.3874, -2.4993)  0.450
H (10.4500, 0.7981, -0.1047)  0.350
H (4.2949, 1.6155, -0.8346)  0.220
C (-2.0917, -0.4592, 7.5418)  -1.232
C (-2.6622, 0.5415, 8.2212)  0.393
C (-2.7286, 1.9350, 7.6680)  0.961
O (-3.2796, 2.7961, 8.3324)  -0.633
C (-2.1284, 2.1884, 6.3701)  -0.811
C (-1.5522, 1.1873, 5.6863)  0.207
C (-1.5093, -0.2108, 6.2279)  1.096
O (-0.9881, -1.0744, 5.5517)  -0.424
O (-0.9903, 1.3713, 4.4996)  -0.470
O (-3.2072, 0.3664, 9.4281)  -0.592
H (-2.0398, -1.4669, 7.9297)  0.444
H (-2.1675, 3.1996, 5.9899)  0.483
H (-0.6540, 0.4957, 4.2163)  0.175
H (-3.5472, 1.2429, 9.6907)  0.350



[2]
Below is a structure of composition C39H41BaN8 in a non-equilibrium geometry, with properties calculated with the ωB97M-V functional and the def2-TZVPD basis.

Values from the calculation:
- Net charge: +1
- LUMO energy: -0.1395 Ha
- F_max: 1.3 eV Å⁻¹
- Orbital gap: 5.9693 eV

Each line ends with the Mulliken charge.
Atoms and positions in Å:
Ba (0.0377, -0.4291, 0.6661)  1.937
C (-4.5060, 0.3089, -1.0854)  -0.464
C (-3.3355, -0.2420, -0.5821)  -0.594
N (-2.2294, 0.4872, -0.4813)  0.519
C (-2.2684, 1.7612, -0.8855)  -0.872
C (-3.4356, 2.2812, -1.4159)  -0.268
N (-4.5567, 1.5649, -1.5141)  -0.593
C (-1.0069, 2.5920, -0.7076)  0.952
C (-1.0439, 3.9744, -0.6781)  -0.317
C (0.1180, 4.6902, -0.4278)  0.393
C (1.3016, 3.9866, -0.2391)  -0.304
C (1.2848, 2.6066, -0.3173)  0.230
N (0.1443, 1.9211, -0.5280)  -0.502
C (2.5627, 1.7906, -0.1577)  -0.225
C (3.8184, 2.3466, -0.3345)  -0.447
N (4.9380, 1.6344, -0.2116)  -0.564
C (4.8033, 0.3466, 0.0846)  -0.502
C (3.5548, -0.2345, 0.2542)  -0.444
N (2.4466, 0.4897, 0.1325)  0.424
C (0.0886, 6.1767, -0.3416)  0.340
C (1.1430, 6.9328, -0.8260)  -0.512
C (1.0730, 8.3140, -0.7350)  -0.427
N (0.0447, 8.9695, -0.1923)  -0.582
C (-0.9606, 8.2275, 0.2771)  -0.460
C (-0.9886, 6.8418, 0.2209)  -0.440
H (-5.4082, -0.2865, -1.1500)  0.420
H (-3.2939, -1.2756, -0.2540)  0.524
H (-3.4680, 3.2987, -1.7845)  0.438
H (-1.9759, 4.5033, -0.8280)  0.523
H (2.2137, 4.5138, 0.0072)  0.665
H (3.9292, 3.3902, -0.6019)  0.464
H (5.7040, -0.2469, 0.1811)  0.407
H (3.4516, -1.2898, 0.4841)  0.558
H (1.9998, 6.4723, -1.3031)  0.491
H (1.8819, 8.9236, -1.1208)  0.377
H (-1.7869, 8.7667, 0.7259)  0.379
H (-1.8301, 6.3069, 0.6463)  0.409
C (1.4160, -2.2660, 6.4708)  -1.567
C (1.7566, -1.2916, 5.3451)  0.596
C (3.1930, -0.7817, 5.4933)  -1.592
C (0.7735, -0.1321, 5.2795)  0.937
C (0.7985, 0.8111, 6.3087)  -0.400
C (0.0005, 1.9371, 6.2857)  -1.672
C (-0.8386, 2.1556, 5.2005)  -0.669
C (-0.9057, 1.2450, 4.1564)  0.971
C (-1.8760, 1.4846, 3.0006)  3.623
C (-3.1987, 0.7531, 3.2378)  -1.658
C (-2.1232, 2.9587, 2.7015)  -2.095
C (-0.1199, 0.0770, 4.2232)  -0.351
N (-0.1885, -0.8248, 3.1115)  -0.432
C (-0.4151, -2.0974, 3.2932)  -0.285
C (-0.3716, -3.1152, 2.2754)  0.442
C (-0.4853, -4.4880, 2.4944)  -1.530
C (-0.2857, -5.1128, 1.2571)  -0.626
C (-0.0609, -4.0836, 0.3342)  -0.761
N (-0.1038, -2.8749, 0.9182)  0.056
C (0.1745, -4.1604, -1.1589)  2.481
C (1.4951, -3.4584, -1.4976)  -1.341
C (-0.9627, -3.4482, -1.9012)  -1.395
C (0.2443, -5.6128, -1.6159)  -2.225
H (2.1073, -3.1111, 6.4817)  0.434
H (0.3998, -2.6570, 6.3918)  0.334
H (1.4950, -1.7651, 7.4401)  0.354
H (1.7186, -1.8370, 4.4033)  0.313
H (3.3568, -0.3146, 6.4676)  0.337
H (3.4413, -0.0409, 4.7296)  0.345
H (3.9023, -1.6083, 5.4107)  0.440
H (1.4743, 0.6597, 7.1429)  0.357
H (0.0417, 2.6534, 7.0963)  0.385
H (-1.4475, 3.0506, 5.1763)  0.322
H (-1.4437, 1.0394, 2.1006)  -2.129
H (-3.6689, 1.1324, 4.1480)  0.347
H (-3.0539, -0.3211, 3.3648)  0.329
H (-3.8961, 0.9114, 2.4102)  0.400
H (-2.6980, 3.4320, 3.5003)  0.586
H (-2.7191, 3.0664, 1.7910)  0.378
H (-1.1934, 3.5202, 2.5835)  0.502
H (-0.6408, -2.4630, 4.2984)  0.459
H (-0.6788, -4.9656, 3.4455)  0.510
H (-0.2974, -6.1719, 1.0500)  0.584
H (1.4602, -2.3935, -1.2416)  -0.010
H (1.7125, -3.5152, -2.5678)  0.444
H (2.3324, -3.8996, -0.9517)  0.399
H (-0.9748, -2.3742, -1.6806)  0.039
H (-1.9383, -3.8516, -1.6204)  0.374
H (-0.8470, -3.5480, -2.9839)  0.453
H (1.0479, -6.1531, -1.1095)  0.431
H (0.4305, -5.6603, -2.6915)  0.412
H (-0.6901, -6.1420, -1.4136)  0.432



[3]
Below is a structure of composition C39H41Cl3F5GaN8O6PS3 in a non-equilibrium geometry, with properties calculated with the ωB97M-V functional and the def2-TZVPD basis.

Values from the calculation:
- Net charge: +1
- LUMO energy: -0.0826 Ha
- F_max: 2.7 eV Å⁻¹
- Orbital gap: 8.3255 eV

Each line ends with the Mulliken charge.
Atoms and positions in Å:
Ga (0.0248, -0.4055, 0.2392)  -0.283
Cl (-3.5885, 5.1003, 2.0659)  -0.251
C (-2.8755, 4.0442, 3.2472)  -0.088
C (-3.1319, 2.6822, 3.2095)  -1.324
C (-2.5235, 1.8677, 4.1494)  0.308
C (-1.7138, 2.3888, 5.1514)  0.163
C (-1.0737, 1.4711, 6.1759)  -0.730
C (0.2564, 0.8944, 5.6457)  -1.281
N (0.0761, 0.1471, 4.4097)  0.426
C (-0.4368, -1.1229, 4.3608)  -1.355
C (-0.5679, -1.4452, 3.0575)  -0.731
N (-0.1421, -0.3827, 2.2884)  1.375
C (0.2288, 0.5741, 3.1444)  -0.113
O (-1.8705, 0.3491, 6.5080)  -0.236
C (-2.9879, 0.6003, 7.3521)  -1.176
C (-4.2088, 1.0890, 6.6187)  0.272
C (-4.8519, 0.3869, 5.6432)  0.834
Cl (-4.4269, -1.1570, 5.0297)  -0.143
S (-6.1956, 1.2470, 4.9837)  -0.197
C (-5.9093, 2.5654, 6.0468)  -0.463
C (-4.8351, 2.3469, 6.8442)  -0.803
C (-1.4880, 3.7648, 5.1683)  0.531
Cl (-0.4918, 4.4855, 6.3716)  -0.207
C (-2.0600, 4.5937, 4.2129)  -0.674
H (-3.8067, 2.2638, 2.4792)  0.783
H (-2.6978, 0.8011, 4.1231)  0.374
H (-0.8499, 2.0568, 7.0738)  1.189
H (0.6441, 0.2091, 6.3981)  0.453
H (0.9547, 1.7088, 5.4795)  0.313
H (-0.6693, -1.6770, 5.2506)  0.592
H (-0.9532, -2.3451, 2.6212)  0.709
H (0.6129, 1.5421, 2.8822)  0.057
H (-2.7165, 1.3188, 8.1327)  0.372
H (-3.2012, -0.3647, 7.8156)  0.421
H (-6.5667, 3.4179, 6.0206)  0.485
H (-4.4870, 3.0554, 7.5813)  0.440
H (-1.8732, 5.6578, 4.2369)  0.559
N (2.3272, -0.5336, 0.1863)  -0.320
C (3.1434, 0.2640, 1.0631)  0.316
C (3.6261, 1.4908, 0.6257)  -0.411
C (4.1554, 2.3888, 1.5391)  -0.836
C (4.2327, 2.0305, 2.8716)  -0.136
C (3.8745, 0.7559, 3.2898)  -1.041
C (3.3361, -0.1405, 2.3815)  -0.245
S (4.1120, 3.3123, 4.1130)  1.232
O (2.5907, 3.3638, 4.1145)  -0.659
O (4.6535, 4.5385, 3.5963)  -0.729
O (4.5783, 2.8107, 5.3722)  -0.707
H (2.5715, -0.3457, -0.7810)  0.307
H (2.4695, -1.5214, 0.3783)  0.339
H (3.5131, 1.7742, -0.4125)  0.314
H (4.4604, 3.3838, 1.2432)  0.533
H (3.9798, 0.5132, 4.3391)  0.546
H (3.0107, -1.1244, 2.6985)  0.378
C (-0.0561, 1.4884, -3.2852)  -1.418
P (-0.0120, -0.0905, -2.3576)  1.638
C (-1.5428, -0.8745, -2.9716)  -1.205
C (1.2827, -1.0109, -3.2644)  -1.481
H (-0.1425, 1.2882, -4.3535)  0.658
H (0.8537, 2.0538, -3.0933)  0.332
H (-0.9147, 2.0731, -2.9593)  0.245
H (-1.4500, -1.0388, -4.0455)  0.590
H (-2.3948, -0.2233, -2.7736)  0.202
H (-1.6921, -1.8274, -2.4697)  0.116
H (1.0300, -1.0300, -4.3244)  0.558
H (1.3322, -2.0334, -2.8956)  0.281
H (2.2555, -0.5324, -3.1453)  0.368
C (-5.4505, 1.3525, -0.1272)  -1.141
N (-4.2611, 0.5568, 0.1027)  0.228
C (-4.2616, -0.7985, 0.6012)  -0.359
C (-2.7760, -1.1215, 0.5958)  -0.005
O (-2.2502, -2.1463, 0.9577)  -0.646
N (-2.0962, -0.0145, 0.1335)  1.199
C (-3.0058, 0.9440, -0.1482)  -0.728
N (-2.6948, 2.1216, -0.6615)  0.253
H (-6.3211, 0.7808, 0.1809)  0.409
H (-5.5448, 1.5994, -1.1864)  0.332
H (-5.4262, 2.2737, 0.4587)  0.356
H (-4.8214, -1.4772, -0.0453)  0.407
H (-4.6606, -0.8738, 1.6169)  0.348
H (-1.6886, 2.3460, -0.6209)  -0.909
H (-3.3537, 2.8802, -0.5786)  0.399
C (-0.3886, 4.9747, -1.3782)  -0.710
N (0.1622, 4.9132, -0.0435)  0.179
C (0.4354, 6.0156, 0.7389)  -0.734
C (0.9108, 5.5501, 1.9138)  -0.661
N (0.9271, 4.1777, 1.8500)  1.244
C (0.4791, 3.7962, 0.6603)  -1.091
S (0.3794, 2.2330, -0.0871)  0.187
H (-0.1481, 5.9420, -1.8120)  0.396
H (-1.4738, 4.8604, -1.3488)  0.251
H (0.0418, 4.1890, -1.9940)  0.175
H (0.2666, 7.0143, 0.3811)  0.552
H (1.2960, 6.0506, 2.7843)  0.584
H (1.2880, 3.6748, 2.7925)  -0.285
F (-0.1391, -7.3277, 1.1082)  -0.307
C (-0.0497, -6.0723, 0.6797)  0.711
C (-0.6267, -5.6956, -0.5233)  0.104
F (-1.2580, -6.5987, -1.2662)  -0.298
C (-0.5746, -4.3784, -0.9462)  -0.353
F (-1.1737, -4.0432, -2.0993)  -0.351
C (0.0678, -3.3874, -0.2032)  0.517
O (0.0998, -2.1190, -0.5855)  0.834
C (0.6934, -3.8257, 0.9671)  0.064
F (1.3652, -2.8809, 1.6687)  -0.067
C (0.6238, -5.1224, 1.4315)  -0.151
F (1.2010, -5.4575, 2.5826)  -0.301